Record 1
Computed, not measured: a 13-piece molecular cluster, C68H93F27N2O18 overall, with ωB97M-V/def2-TZVPD.

```
208
Properties=species:S:1:pos:R:3
C 21.2933 8.7787 14.7267
C 22.5167 9.3229 15.4887
C 22.7823 10.8037 15.0883
C 23.6173 11.6814 16.0034
C 23.0468 11.5920 17.4309
C 23.0055 10.1312 17.8715
N 22.1237 9.4174 16.9477
O 21.9370 8.0568 17.3724
C 24.4453 9.5058 18.0905
C 22.2938 10.0766 19.2519
C 23.6191 8.2660 15.1119
H 20.4864 9.4808 14.9089
H 20.9609 7.8283 15.0681
H 21.4910 8.7046 13.6452
H 22.9858 10.8824 13.9955
H 21.7546 11.2496 15.0995
H 23.4899 12.7110 15.6316
H 24.6721 11.4073 15.9294
H 22.0408 11.9562 17.4702
H 23.6264 12.2050 18.1301
H 24.8101 9.8141 19.0679
H 24.4252 8.4109 18.1667
H 25.1649 9.8026 17.3499
H 22.2907 9.0605 19.6430
H 22.7335 10.7704 19.9686
H 21.2874 10.4142 19.1195
H 23.8239 8.3643 14.0683
H 23.1727 7.2894 15.2853
H 24.5861 8.2962 15.6200
H 20.9938 8.0041 17.6005
C 18.6169 14.3103 16.3932
C 18.9226 15.2573 15.2316
C 20.3968 15.7276 15.0296
C 21.3655 14.6318 14.5751
C 20.9379 14.2038 13.1871
C 19.5106 13.5924 13.1669
N 18.6193 14.6286 13.8652
O 17.2910 14.2247 13.9137
C 19.1295 13.5276 11.6910
C 19.3702 12.2411 13.8419
C 17.9790 16.4880 15.3970
H 19.1591 13.3958 16.2990
H 17.5371 14.0703 16.4288
H 18.9670 14.7953 17.3069
H 20.3696 16.6025 14.3672
H 20.6423 16.1222 16.0184
H 21.2042 13.8088 15.3201
H 22.4466 14.9506 14.5797
H 21.6456 13.4773 12.7672
H 20.8722 15.0595 12.5423
H 19.8247 12.8216 11.1821
H 18.1013 13.1957 11.6024
H 19.2195 14.4931 11.1463
H 18.3578 11.8828 13.5654
H 19.9986 11.5722 13.2573
H 19.5730 12.2019 14.9024
H 16.9335 16.3043 15.6756
H 18.0884 17.1542 14.5173
H 18.4443 17.0853 16.1772
H 17.2768 13.3965 14.4630
F 25.8315 15.4774 8.0952
C 24.6650 14.8577 8.6067
C 23.9947 15.3944 9.6697
C 22.8728 14.7140 10.1122
C 22.4390 13.5584 9.5266
C 23.1677 13.0429 8.4900
C 24.2840 13.6652 8.0190
H 24.3747 16.2828 10.1934
H 22.2835 15.2124 10.8815
H 21.4909 13.1326 9.8057
H 22.9573 12.0675 7.9753
H 24.7892 13.2420 7.1618
F 20.4321 16.7632 19.0214
C 20.0598 17.9360 18.3816
C 21.0204 18.4059 17.5581
C 20.8022 19.5723 16.8351
C 19.5672 20.1884 16.9599
C 18.6606 19.7190 17.9259
C 18.8917 18.6039 18.6666
H 21.9395 17.8902 17.4840
H 21.5215 19.9030 16.1208
H 19.3141 21.0492 16.3406
H 17.6814 20.1728 18.1589
H 18.1895 18.1975 19.3740
F 14.2319 16.3988 13.7183
C 13.7293 15.5294 14.6487
C 14.5910 14.7712 15.4141
C 14.0221 13.9152 16.3222
C 12.6619 13.8644 16.4747
C 11.8443 14.6901 15.7654
C 12.3699 15.5568 14.8459
H 15.6552 14.7352 15.1357
H 14.7094 13.3199 16.8992
H 12.2802 13.0976 17.1784
H 10.7748 14.7234 15.9816
H 11.8038 16.2771 14.3147
C 16.8320 8.7877 10.7735
C 17.4679 10.1643 10.9489
O 16.5548 11.1751 11.5103
C 15.9126 11.8846 10.5956
O 16.0095 11.7217 9.4234
C 15.1668 13.0144 11.3276
F 15.8104 14.2295 11.2634
F 13.9920 13.1391 10.6903
F 15.0082 12.6615 12.5854
H 16.8062 8.2257 11.6721
H 17.4156 8.1351 10.1017
H 15.7885 8.9243 10.4259
H 17.9335 10.5421 10.0354
H 18.2221 10.0992 11.7365
C 19.8759 17.7512 9.4346
C 18.7974 16.8277 8.8987
O 17.4832 17.3751 9.0852
C 16.5034 16.4948 8.7510
O 16.7446 15.3828 8.3675
C 15.1147 17.1636 8.8625
F 14.2360 16.5834 7.9983
F 14.5644 16.9666 10.0432
F 15.1887 18.4563 8.5097
H 19.9046 17.7519 10.5458
H 19.8678 18.7947 9.1565
H 20.8067 17.3058 9.0886
H 18.8764 15.8408 9.3606
H 18.8675 16.8051 7.8202
C 20.4856 8.7443 7.3081
C 20.7140 10.0400 8.0351
O 21.9244 9.8429 8.8637
C 21.7944 9.8554 10.1400
O 20.7944 10.0561 10.8058
C 23.1651 9.6200 10.8697
F 23.1486 8.4785 11.6215
F 24.1582 9.5736 9.9724
F 23.3308 10.6308 11.7090
H 19.8845 8.9419 6.3664
H 19.9638 7.9518 7.8098
H 21.4610 8.2950 6.9999
H 19.8668 10.4079 8.5946
H 21.1374 10.7983 7.3388
C 18.5099 9.8064 18.1788
C 18.6071 10.3897 16.7899
O 17.5794 9.8677 15.8829
C 16.5835 10.6419 15.5765
O 16.4982 11.8286 15.8039
C 15.4200 9.7817 14.9927
F 14.2810 10.5061 15.0857
F 15.7288 9.4601 13.7087
F 15.2698 8.6363 15.6169
H 18.6567 8.7397 18.2108
H 17.5781 9.9411 18.7119
H 19.1220 10.4060 18.8185
H 19.5796 10.1399 16.3364
H 18.4538 11.4847 16.8990
C 29.1205 13.9218 11.1528
C 27.8503 13.6016 10.3358
O 26.7320 13.3723 11.2426
C 26.2713 14.5130 11.7855
O 26.5237 15.6600 11.5485
C 25.2485 14.2016 12.8613
F 24.2374 13.4248 12.5084
F 25.8878 13.5897 13.9283
F 24.6870 15.3123 13.3995
H 29.3396 13.0902 11.8438
H 29.1274 14.8140 11.7589
H 29.8955 14.0546 10.3905
H 27.9143 12.6897 9.7546
H 27.5799 14.4831 9.6930
C 22.8203 15.0320 19.4868
C 24.0486 15.1269 18.6057
O 23.7475 16.2226 17.6669
C 24.6153 16.3787 16.6583
O 25.4861 15.6613 16.3704
C 24.2833 17.6744 15.9413
F 24.3589 18.6447 16.8408
F 25.1673 17.9153 14.9550
F 23.0360 17.6723 15.4186
H 21.9610 14.5322 19.0646
H 22.4227 16.0050 19.8185
H 23.2009 14.5455 20.3808
H 24.2765 14.2091 18.0346
H 24.9356 15.4352 19.1507
C 13.7482 19.5121 12.8609
C 15.0468 18.9510 12.2493
O 16.1458 19.7933 12.6633
C 17.3148 19.1926 12.6020
O 17.5250 18.1571 11.9814
C 18.4120 20.0167 13.2895
F 18.1432 19.9191 14.5919
F 19.5798 19.5054 13.0163
F 18.3124 21.3006 12.9445
H 13.5514 20.5454 12.5634
H 13.6959 19.5311 13.9454
H 12.9273 18.8165 12.5712
H 14.9887 18.9706 11.1668
H 15.1864 17.9591 12.6115
C 15.8045 18.9229 16.0557
C 14.8870 18.1942 16.9817
O 14.6710 18.7731 18.3500
C 13.7740 19.7840 18.2424
O 13.3468 20.2511 17.2175
C 13.2726 20.1857 19.6283
F 13.3199 21.5054 19.7943
F 11.9740 19.7668 19.7593
F 14.0757 19.5826 20.5831
H 15.8588 18.4416 15.0823
H 16.7641 19.2301 16.4076
H 15.2976 19.8720 15.8622
H 15.3330 17.2048 17.2367
H 13.9444 17.9490 16.4869
```

Results
max |F|: 0.0609 hartree/bohr
electronic energy: -185230.359 eV
spin multiplicity: 1

---

Record 2
Computed, not measured: a 15-piece molecular cluster, C69H121N5O37 overall, with ωB97M-V/def2-TZVPD.

```
232
Properties=species:S:1:pos:R:3
C -25.2892 -27.2838 -15.8086
O -25.0208 -25.9411 -15.5776
C -25.8583 -25.0605 -16.2722
C -27.0160 -24.6541 -15.4626
N -26.7815 -23.7031 -14.3236
C -28.0066 -23.2990 -13.6670
C -27.5697 -23.0223 -12.2428
O -27.8033 -24.2627 -11.5880
C -26.5604 -24.7854 -11.0445
H -24.6706 -27.9975 -15.2645
H -24.9622 -27.4079 -16.8410
H -26.3581 -27.4962 -15.8301
H -26.0970 -25.5230 -17.2299
H -25.4217 -24.0628 -16.3175
H -27.5358 -25.5683 -15.1759
H -27.6900 -24.0710 -16.0901
H -26.0438 -23.9103 -13.6657
H -28.6196 -24.1818 -13.8486
H -28.5304 -22.4557 -14.1171
H -28.3380 -22.2894 -11.9963
H -26.5779 -22.5771 -12.1637
H -25.9760 -24.0683 -10.4680
H -25.9021 -25.2605 -11.7718
H -26.7834 -25.6255 -10.3869
C -16.5728 -22.2284 -18.0175
O -17.1228 -21.6340 -19.1008
C -18.5402 -21.5806 -19.2296
C -18.9659 -21.2551 -20.7174
N -18.4024 -22.3044 -21.4714
C -18.2929 -22.0335 -22.9096
C -17.4930 -23.0081 -23.6635
O -17.4692 -22.6014 -25.0334
C -16.8580 -23.5373 -25.9500
H -16.5746 -21.6650 -17.0844
H -15.5259 -22.4579 -18.2159
H -17.1215 -23.1691 -17.9705
H -18.9882 -20.7643 -18.6631
H -19.1088 -22.5050 -19.1283
H -18.4604 -20.3690 -21.1012
H -20.0425 -21.0977 -20.7831
H -17.5540 -22.4026 -20.9322
H -17.5349 -21.2533 -22.9791
H -19.1703 -21.5812 -23.3716
H -17.9939 -23.9739 -23.5975
H -16.5516 -23.0378 -23.1148
H -15.7711 -23.4995 -25.8760
H -17.2828 -23.2901 -26.9228
H -17.2682 -24.5327 -25.7798
C -15.5654 -23.8696 -14.7012
O -15.4482 -24.9068 -15.6774
C -14.2663 -24.9419 -16.5050
C -14.2482 -25.6761 -17.8765
N -13.0588 -25.8130 -18.7371
C -13.3044 -25.8271 -20.1475
C -12.0535 -26.3494 -21.0678
O -11.5677 -27.6349 -20.6446
C -10.4869 -28.1848 -21.3590
H -16.5091 -23.7178 -14.1773
H -15.4807 -22.9836 -15.3305
H -14.7597 -23.8349 -13.9680
H -13.4852 -25.4449 -15.9349
H -13.8110 -23.9608 -16.6399
H -15.0684 -25.1526 -18.3678
H -14.6924 -26.6658 -17.7706
H -12.5675 -26.6951 -18.7118
H -13.5011 -24.8123 -20.4934
H -14.2583 -26.3066 -20.3672
H -11.2299 -25.6442 -20.9567
H -12.4683 -26.4660 -22.0691
H -10.3914 -27.9473 -22.4186
H -10.5852 -29.2698 -21.3230
H -9.5078 -28.0155 -20.9109
C -19.0002 -29.1224 -30.7192
O -18.1327 -29.1746 -29.5762
C -16.8508 -29.6781 -29.8252
C -16.1205 -29.6790 -28.5108
N -15.7913 -28.3848 -27.8690
C -16.9833 -27.7318 -27.3262
C -17.4619 -28.2838 -25.9849
O -16.4443 -28.1864 -25.0284
C -15.9947 -27.0023 -24.4948
H -18.6010 -28.5148 -31.5314
H -19.9537 -28.7121 -30.3867
H -19.1583 -30.1601 -31.0129
H -16.2220 -28.9461 -30.3320
H -17.0224 -30.6907 -30.1902
H -15.1328 -30.1335 -28.5891
H -16.7610 -30.1969 -27.7969
H -15.1197 -28.3319 -27.1165
H -17.6175 -27.2626 -28.0783
H -16.5384 -26.8221 -26.9228
H -17.8214 -29.2204 -26.4111
H -18.2875 -27.7513 -25.5126
H -15.4496 -26.3713 -25.1968
H -15.3014 -27.1580 -23.6683
H -16.8680 -26.5135 -24.0630
C -13.7109 -21.8497 -22.4037
O -13.5473 -21.2039 -21.0954
C -13.6368 -19.7980 -21.2099
C -13.7678 -19.2292 -19.7891
N -15.1139 -19.2797 -19.3296
C -15.1766 -18.9768 -17.9281
C -16.6430 -18.7132 -17.5529
O -16.8406 -18.2732 -16.2715
C -16.6354 -16.8910 -15.9843
H -12.7321 -21.9434 -22.8740
H -14.3274 -21.2529 -23.0759
H -14.1409 -22.8418 -22.5415
H -14.4468 -19.4861 -21.8693
H -12.6727 -19.4938 -21.6173
H -13.5050 -18.1744 -19.8696
H -13.1219 -19.8687 -19.1875
H -15.4414 -20.2341 -19.3747
H -14.4587 -18.2047 -17.6513
H -14.8503 -19.8621 -17.3824
H -17.3497 -19.5175 -17.7569
H -17.1157 -18.0668 -18.2924
H -15.5594 -16.7210 -16.0225
H -16.7303 -16.8080 -14.9016
H -17.1272 -16.2430 -16.7097
C -20.3147 -26.4627 -18.2184
C -20.9143 -25.6515 -19.1450
C -20.0007 -24.9761 -19.9694
C -18.6192 -25.2530 -19.9922
C -18.0570 -26.0867 -19.0681
C -18.9605 -26.6594 -18.0930
O -18.5627 -27.6536 -17.2263
O -20.4891 -23.9344 -20.7735
H -20.9342 -27.1520 -17.6640
H -21.9881 -25.6309 -19.0313
H -18.0140 -24.6296 -20.6337
H -17.0232 -26.3993 -19.0657
H -19.1592 -28.4052 -17.2559
H -19.7824 -23.2975 -20.9016
C -17.0657 -29.9296 -19.7374
C -16.3500 -30.7978 -18.9788
C -14.9293 -30.8734 -19.1564
C -14.2794 -30.0226 -19.9941
C -14.9711 -29.1288 -20.7718
C -16.4166 -29.1951 -20.6948
O -17.0417 -28.2671 -21.3923
O -14.2230 -31.6818 -18.2850
H -18.1180 -29.7398 -19.5852
H -16.6818 -31.4890 -18.2181
H -13.2052 -30.1204 -20.0470
H -14.4610 -28.3979 -21.3816
H -17.9547 -28.1667 -21.1133
H -14.9373 -32.1930 -17.8977
C -29.5322 -22.0340 -21.0380
C -28.3407 -21.9969 -21.7822
C -27.1891 -22.4994 -21.2173
C -27.1674 -23.1013 -19.8913
C -28.4620 -23.0578 -19.1896
C -29.5905 -22.4582 -19.7286
O -30.7713 -22.5984 -19.0772
O -26.0306 -22.4424 -21.8543
H -30.5039 -21.8981 -21.4894
H -28.3204 -21.4985 -22.7401
H -26.3287 -23.5634 -19.3918
H -28.5133 -23.6462 -18.2854
H -31.5782 -22.6111 -19.5972
H -26.0742 -21.6535 -22.3996
C -22.4701 -32.1088 -17.0646
C -22.3966 -30.9796 -16.0793
O -21.2552 -31.3513 -15.3413
C -20.6902 -32.5362 -15.8537
O -19.6699 -33.1328 -15.4102
O -21.4508 -33.0140 -16.8544
H -22.3635 -31.6753 -18.0590
H -23.4144 -32.6063 -16.8437
H -23.2976 -30.6040 -15.5943
H -22.1134 -30.1016 -16.6597
C -23.2458 -25.5351 -21.4664
C -24.5877 -24.9384 -21.2122
O -25.3178 -25.3667 -22.4519
C -24.4956 -25.6675 -23.4350
O -24.8522 -25.6938 -24.6696
O -23.3245 -25.7652 -22.8992
H -23.1568 -26.5556 -21.0939
H -22.5800 -24.7719 -21.0632
H -24.5367 -23.8607 -21.0569
H -24.8504 -25.3527 -20.2389
C -21.4762 -31.7556 -22.1588
C -22.3842 -31.1196 -21.0630
O -21.5199 -30.0057 -20.7061
C -20.5461 -29.7716 -21.6761
O -19.7991 -28.8517 -21.5498
O -20.4899 -30.7881 -22.4560
H -21.9896 -32.0224 -23.0826
H -21.0002 -32.6541 -21.7662
H -22.7198 -31.7122 -20.2119
H -23.1915 -30.7027 -21.6651
C -17.9745 -27.7388 -11.3055
C -16.8078 -26.6852 -11.3824
O -17.5285 -25.5124 -11.1568
C -18.7502 -25.6700 -10.6369
O -19.4840 -24.8809 -10.1386
O -19.0587 -27.0240 -10.7660
H -17.5885 -28.5432 -10.6794
H -18.2731 -28.1563 -12.2671
H -16.5507 -26.5888 -12.4372
H -15.9248 -26.7703 -10.7491
C -26.9428 -29.4792 -18.8933
C -26.0969 -30.4508 -18.0716
O -24.9088 -29.7624 -17.8636
C -24.7388 -28.9774 -18.9283
O -23.7058 -28.3722 -19.1332
O -25.8676 -28.9042 -19.5785
H -27.4370 -28.6808 -18.3398
H -27.5593 -30.0095 -19.6192
H -25.7883 -31.3891 -18.5325
H -26.4353 -30.7818 -17.0898
C -22.1536 -25.7494 -14.7815
C -20.9154 -25.0815 -14.1788
O -20.2800 -26.1732 -13.6851
C -20.5365 -27.2371 -14.4975
O -19.8262 -28.1983 -14.5568
O -21.8332 -27.0757 -14.9308
H -22.2026 -25.3663 -15.8008
H -23.0451 -25.4407 -14.2355
H -21.2081 -24.3904 -13.3885
H -20.1637 -24.5545 -14.7665
C -24.1722 -19.8938 -15.8578
C -24.8220 -21.2496 -16.3943
O -24.0563 -21.4410 -17.6119
C -22.9357 -20.6989 -17.5678
O -21.9882 -20.7665 -18.3647
O -22.9887 -19.8712 -16.5990
H -24.2526 -19.9630 -14.7730
H -24.7797 -19.0693 -16.2308
H -25.8118 -21.4204 -16.8177
H -24.7274 -22.0368 -15.6463
```

Results
max |F|: 0.1114 hartree/bohr
energy above the lowest of the compared OMol25 structures with the same formula, charge and spin: 8.5829 eV
spin multiplicity: 1

---

Which formula does entry 2 have? C69H121N5O37